Molecular formula: C8H20F10Li5N6O27S10
Method: DFT, ωB97M-V/def2-TZVPD

CARTESIAN COORDINATES (ANGSTROEM)
Li1 1.56505 -0.06085 -3.86969
Li2 -0.71677 1.25408 -4.12097
Li3 -2.86546 0.63576 0.46409
Li4 2.37199 -1.28372 -1.50438
Li5 1.84193 -0.98240 1.29826
N1 -2.76616 -0.73338 1.86506
S1 -1.34749 -1.63208 2.14042
O1 -1.41172 -2.89231 2.91624
O2 -0.01317 -1.00974 2.27172
F1 -1.08863 -2.14018 0.64266
S2 -3.22442 -0.79115 3.39888
O3 -2.32529 -0.47853 4.48975
O4 -4.34009 -1.70694 3.59035
F2 -4.06676 0.58625 3.27343
N2 -1.09208 -3.66572 -3.79236
S3 0.26494 -3.81810 -3.08502
O5 0.63878 -2.75147 -2.19014
O6 1.29980 -4.50679 -3.84954
F3 -0.23917 -4.96270 -2.10346
S4 -0.45205 -2.54445 -5.00413
O7 0.04729 -3.12020 -6.22500
O8 0.08652 -1.27735 -4.48471
F4 -1.92727 -2.17889 -5.38010
N3 1.04742 1.53408 -4.84126
S5 1.83691 2.89207 -4.69241
O9 1.04506 4.10226 -4.98301
O10 3.30115 2.98258 -4.83237
F5 1.70929 2.76605 -3.09278
S6 1.59346 1.30571 -6.49135
O11 2.96634 0.80219 -6.54179
O12 1.17645 2.18939 -7.58872
F6 0.72225 0.02817 -6.71792
N4 2.95803 -2.11526 0.16417
S7 2.84940 -3.68121 0.33150
O13 3.20341 -4.33422 1.60910
O14 2.80440 -4.52999 -0.87627
F7 1.24081 -3.53647 0.50068
S8 4.62104 -2.32230 0.51723
O15 5.39052 -2.91525 -0.56374
O16 5.12654 -2.35639 1.90708
F8 4.97330 -0.80756 0.20241
N5 -3.93029 -0.15905 -0.91679
S9 -4.94343 0.67780 -1.79095
O17 -6.00177 -0.05784 -2.43581
O18 -4.48749 1.95359 -2.29964
F9 -5.73975 1.17540 -0.47576
S10 -3.26331 -0.63312 -2.42898
O19 -2.58837 0.35728 -3.33750
O20 -3.73593 -1.92888 -2.90869
F10 -1.95382 -1.21494 -1.73328
N6 0.18039 0.41628 -0.97106
O21 0.24502 0.56197 -2.15405
O22 -0.76991 0.69794 -0.25972
O23 1.16845 0.02612 -0.34685
C1 2.88401 1.93380 1.37058
O24 2.35805 0.93341 2.24886
C2 3.34825 0.45719 3.18568
C3 2.72231 -0.61550 4.14103
O25 2.37092 -1.78414 3.36248
C4 1.70357 -2.77567 4.11862
H1 3.73368 1.51075 0.83466
H2 3.13412 2.84152 1.91976
H3 2.07880 2.16415 0.67296
H4 3.85310 1.08278 3.92180
H5 4.20297 0.01343 2.67514
H6 1.79270 -0.21265 4.54308
H7 3.44139 -0.85476 4.92447
H8 0.78034 -2.45591 4.60186
H9 2.41480 -3.19719 4.82896
H10 1.46213 -3.60387 3.45236
C5 -4.38022 3.23616 1.43767
O26 -3.10296 2.56339 1.26216
C6 -1.96570 3.54453 1.33369
C7 -1.71592 4.01737 2.72632
O27 -1.65276 2.99234 3.79772
C8 -0.60079 2.07739 3.57650
H11 -4.70943 3.88156 0.62330
H12 -4.50610 3.89663 2.29559
H13 -5.16139 2.47807 1.49419
H14 -2.17162 4.41447 0.71008
H15 -1.11494 2.94163 1.01618
H16 -2.43088 4.81572 2.92526
H17 -0.75934 4.53959 2.74478
H18 -0.73856 1.48471 2.67217
H19 -0.63105 1.30168 4.34166
H20 0.37520 2.56187 3.54760

Properties
Frontier orbital gap (spin up / spin down) (eV): 6.829 / 2.760
LUMO (spin up / spin down) (eV): -3.261 / -7.331
F_max (eV/A): 11.42
Spin multiplicity: 2
Total charge: 0

Molecular formula: C8H20F18K2O4P3
Method: DFT, ωB97M-V/def2-TZVPD

CARTESIAN COORDINATES (ANGSTROEM)
K1 2.46533 -0.56129 -0.17469
K2 -4.16935 -1.25277 -2.60293
P1 -0.81289 -0.82659 -1.40989
F1 -1.87185 -1.76610 -0.69677
F2 -2.08351 0.21376 -1.42312
F3 -0.32740 -0.44159 0.03318
F4 0.25415 0.22412 -2.05498
F5 0.24095 -2.05268 -1.33631
F6 -1.30634 -1.36946 -2.87662
P2 -2.77468 -2.21865 -6.38460
F7 -3.08919 -1.65401 -7.86307
F8 -1.28675 -2.76587 -6.73662
F9 -2.02063 -0.83741 -5.99188
F10 -2.46200 -2.71955 -4.83888
F11 -4.27693 -1.81700 -5.81674
F12 -3.52486 -3.59452 -6.71174
P3 -3.98366 -5.12315 -1.38987
F13 -4.98191 -6.03476 -2.38714
F14 -5.13990 -3.98102 -1.04162
F15 -4.39587 -6.06852 -0.12086
F16 -2.81419 -4.53567 -0.34367
F17 -2.95672 -6.31914 -1.80269
F18 -3.34990 -4.31119 -2.65893
C1 5.33319 1.85030 1.27999
O1 4.28450 0.97483 1.61618
C2 3.81872 1.03858 2.91744
C3 2.80510 -0.10639 3.22856
O2 1.51485 0.03196 2.61149
C4 0.58672 -0.86800 3.17863
H1 5.49541 1.57450 0.23801
H2 6.16736 1.73707 1.97242
H3 5.01425 2.88625 1.16521
H4 3.46885 2.05679 3.08750
H5 4.74079 0.90501 3.48317
H6 2.67902 -0.05296 4.30992
H7 3.28383 -1.04377 2.94532
H8 0.92211 -1.90312 3.24302
H9 -0.41724 -0.87864 2.75430
H10 0.39130 -0.57980 4.21152
C5 1.27154 3.02471 -0.35057
O3 1.15919 3.67984 0.88756
C6 -0.03940 4.31940 1.23518
C7 -1.05145 3.19919 1.80190
O4 -0.80535 2.74128 3.16987
C8 0.52619 2.69960 3.54499
H11 2.27198 2.59275 -0.37593
H12 1.11265 3.67782 -1.20865
H13 0.84873 2.02812 -0.47760
H14 -0.37758 4.95575 0.41738
H15 0.05687 5.06829 2.02130
H16 -1.03289 2.46627 0.99530
H17 -2.07234 3.55414 1.66082
H18 1.20096 2.30910 2.78323
H19 0.67555 2.16121 4.48090
H20 0.83463 3.71295 3.80207

Properties
Frontier orbital gap (eV): 8.294
LUMO (eV): 0.666
F_max (eV/A): 4.31
Spin multiplicity: 1
Total charge: -1

Molecular formula: C8H20F18KO4P3
Method: DFT, ωB97M-V/def2-TZVPD

CARTESIAN COORDINATES (ANGSTROEM)
K1 -0.52597 0.32502 0.25042
P1 -3.30089 3.57532 0.27461
F1 -2.45162 3.45502 -1.10314
F2 -1.98731 4.13172 0.99701
F3 -3.71512 5.06935 -0.03601
F4 -4.14018 3.58021 1.68649
F5 -4.67639 3.02526 -0.40416
F6 -2.85307 2.08842 0.64785
P2 2.89328 -1.03334 2.59989
F7 2.86843 -2.67190 2.74316
F8 4.33062 -0.85858 3.31270
F9 3.67957 -1.03622 1.16606
F10 2.90536 0.62393 2.58998
F11 1.47312 -0.99563 1.84665
F12 2.03582 -1.01289 4.00462
P3 1.92903 3.40316 -0.69626
F13 2.98429 3.57346 0.57720
F14 2.54270 1.92826 -0.97593
F15 0.92894 2.80431 0.44234
F16 0.79038 3.15432 -1.88568
F17 1.42360 4.89076 -0.46277
F18 3.16969 3.78592 -1.70337
C1 2.85034 -2.83215 -1.25400
O1 1.78337 -2.16513 -1.97280
C2 2.13609 -0.93035 -2.44297
C3 1.15529 -0.11252 -3.32836
O2 -0.03767 0.13127 -2.56959
C4 -1.04450 0.83178 -3.42965
H1 3.85041 -2.43674 -1.43179
H2 2.79953 -3.82414 -1.70286
H3 2.64944 -2.86310 -0.18313
H4 3.07903 -1.01878 -2.98254
H5 2.23427 -0.24183 -1.60369
H6 0.99241 -0.63104 -4.27320
H7 1.55225 0.84545 -3.66423
H8 -0.58806 1.79890 -3.64045
H9 -1.94093 1.06320 -2.85436
H10 -1.29750 0.30198 -4.34802
C5 -1.07953 -3.22238 -0.82874
O3 -1.36789 -2.22710 0.16699
C6 -2.10626 -2.67565 1.34439
C7 -1.90304 -1.87305 2.53327
O4 -2.25492 -0.51531 2.28631
C8 -2.54136 0.30894 3.35160
H11 -0.32814 -3.92786 -0.47405
H12 -0.59144 -2.96245 -1.76805
H13 -1.85251 -3.97411 -0.98839
H14 -1.97363 -3.72042 1.62541
H15 -3.15711 -2.60225 1.06433
H16 -0.93996 -2.03472 3.01745
H17 -2.64557 -2.10775 3.29595
H18 -3.39147 0.99115 3.34836
H19 -1.71381 0.99967 3.51325
H20 -2.63130 -0.17943 4.32191

Properties
Frontier orbital gap (spin up / spin down) (eV): 8.867 / 3.314
LUMO (spin up / spin down) (eV): 0.884 / -4.669
F_max (eV/A): 3.77
Spin multiplicity: 2
Total charge: -1

Molecular formula: C8H20F2Li4N2O11S2
Method: DFT, ωB97M-V/def2-TZVPD

CARTESIAN COORDINATES (ANGSTROEM)
Li1 -0.51970 -3.74236 -0.34921
Li2 -0.95173 0.39805 2.16863
Li3 1.67644 0.20656 -3.59896
Li4 1.86502 0.87360 1.31160
N1 0.70330 1.27514 2.85477
S1 0.23476 2.95184 3.08447
O1 1.18114 4.05821 3.13330
O2 -1.04961 3.04420 3.73358
F1 -0.10209 2.94080 1.50082
S2 1.39123 1.17188 4.28474
O3 0.60531 1.43244 5.47818
O4 2.79612 1.54879 4.32375
F2 1.43640 -0.47259 4.27570
N2 0.22564 -0.56970 -0.81579
O5 0.60692 0.07231 -1.77576
O6 0.26320 -0.01969 0.24227
O7 -0.00226 -1.79817 -0.85408
C1 3.39263 -1.62220 -1.56485
O8 2.83982 -1.30119 -2.86162
C2 2.70247 -2.46065 -3.72145
C3 2.42112 -2.01618 -5.19813
O9 1.23910 -1.21131 -5.17940
C4 0.79273 -0.75118 -6.39226
H1 2.90349 -2.36260 -0.93188
H2 3.58960 -0.71503 -0.99359
H3 4.36940 -2.09877 -1.64795
H4 1.90640 -3.11746 -3.37077
H5 3.65296 -2.99243 -3.76467
H6 2.30350 -2.93314 -5.77559
H7 3.19648 -1.36538 -5.60233
H8 1.53524 -0.21494 -6.98322
H9 -0.02993 -0.04290 -6.29400
H10 0.30182 -1.50730 -7.00494
C5 -2.17526 -0.44250 4.79971
O10 -2.26216 0.32392 3.57689
C6 -3.55744 0.74180 3.24431
C7 -3.56238 1.55390 1.92492
O11 -2.56064 1.08120 1.05810
C8 -2.72050 1.57091 -0.34955
H11 -2.76059 -1.34634 4.63071
H12 -2.49309 0.02771 5.73029
H13 -1.14347 -0.78597 4.87416
H14 -3.82338 1.34971 4.10908
H15 -4.22448 -0.10616 3.08897
H16 -3.33663 2.58865 2.18268
H17 -4.57492 1.48772 1.52682
H18 -3.62650 1.21505 -0.84010
H19 -1.75759 1.43816 -0.84278
H20 -2.89776 2.64370 -0.42565

Properties
Frontier orbital gap (spin up / spin down) (eV): 3.440 / 9.257
LUMO (spin up / spin down) (eV): -3.201 / -2.911
F_max (eV/A): 7.83
Spin multiplicity: 2
Total charge: +1

Molecular formula: C8H20F4Li3N2O12S4
Method: DFT, ωB97M-V/def2-TZVPD

CARTESIAN COORDINATES (ANGSTROEM)
Li1 1.72943 1.26983 -1.11363
Li2 -0.78676 1.66897 -1.32649
Li3 -3.40703 -0.00290 -0.79851
N1 0.66845 2.78736 -1.94221
S1 1.07217 4.27095 -1.20013
O1 -0.09045 4.93417 -0.60429
O2 2.11716 5.12562 -1.84018
F1 1.78042 3.56714 0.11825
S2 0.65559 3.48833 -3.34936
O3 1.92478 3.60854 -4.04694
O4 -0.36519 4.55828 -3.60498
F2 -0.00367 2.23872 -4.11195
N2 0.07737 0.51072 -0.17027
S3 -0.09915 0.58079 1.62463
O5 1.13398 0.47032 2.36364
O6 -1.33323 0.18066 2.26651
F3 -0.26118 2.21309 1.73655
S4 -0.19638 -1.01564 -0.15426
O7 -1.62125 -1.25266 -0.19188
O8 0.69900 -1.86286 0.59210
F4 0.30200 -1.32838 -1.65831
C1 2.28906 0.24920 -4.53492
O9 2.52126 0.77970 -3.22126
C2 3.89290 1.24640 -3.12723
C3 4.38981 1.69836 -1.72440
O10 3.56234 1.02747 -0.69055
C4 4.06948 1.35229 0.60846
H1 3.06279 -0.50091 -4.69858
H2 2.39473 1.02381 -5.29448
H3 1.37064 -0.33729 -4.55984
H4 4.00964 2.11392 -3.77675
H5 4.63754 0.49007 -3.37540
H6 4.34239 2.78716 -1.74318
H7 5.44519 1.47092 -1.57432
H8 3.63979 0.66120 1.33362
H9 3.92081 2.36745 0.97652
H10 5.13651 1.14947 0.70017
C5 -1.90461 -4.24883 2.08478
O11 -2.43260 -3.56828 3.18948
C6 -3.45035 -2.67903 2.72044
C7 -4.31724 -2.23580 3.96761
O12 -4.61532 -3.45501 4.68741
C8 -5.98298 -3.91365 4.52103
H11 -1.51633 -3.54800 1.34573
H12 -2.37487 -5.07463 1.55090
H13 -0.95569 -4.57748 2.50862
H14 -4.07030 -3.10729 1.93281
H15 -3.12513 -1.78441 2.18941
H16 -5.23386 -1.81645 3.55281
H17 -3.82640 -1.51747 4.62424
H18 -6.67291 -3.18159 4.94077
H19 -5.99038 -4.95518 4.84238
H20 -6.21200 -3.92715 3.45545

Properties
Frontier orbital gap (spin up / spin down) (eV): 6.490 / 3.468
LUMO (spin up / spin down) (eV): -8.178 / -11.201
F_max (eV/A): 9.62
Spin multiplicity: 2
Total charge: +2